Molecular formula: C52H130O26
Method: DFT, ωB97M-V/def2-TZVPD

Results
- HOMO level (Ha) = -0.333

Last column: Löwdin charge in e.
Atoms and positions in Å:
C1 4.39 1.17 -5.25  -0.126
O1 3.96 2.38 -4.67  -0.222
C2 4.95 3.33 -4.20  -0.138
C3 5.61 4.05 -5.41  -0.209
O2 4.68 4.94 -6.05  -0.172
C4 5.25 5.31 -7.27  -0.131
H1 3.56 0.40 -5.33  0.098
H2 5.29 0.79 -4.69  0.088
H3 4.74 1.42 -6.26  0.084
H4 5.69 2.73 -3.69  0.115
H5 4.41 4.07 -3.60  0.116
H6 6.02 3.32 -6.12  0.111
H7 6.48 4.69 -5.05  0.140
H8 4.68 6.13 -7.72  0.091
H9 5.19 4.50 -7.98  0.085
H10 6.22 5.71 -7.09  0.076
C5 -1.60 1.72 -3.45  -0.153
O3 -1.26 1.78 -4.77  -0.153
C6 -0.38 0.76 -5.14  -0.193
C7 -0.96 -0.63 -5.09  -0.183
O4 0.02 -1.46 -5.74  -0.188
C8 -0.38 -1.88 -7.00  -0.133
H11 -0.72 1.58 -2.83  0.063
H12 -2.44 0.99 -3.13  0.108
H13 -1.98 2.70 -3.07  0.094
H14 0.51 0.76 -4.46  0.136
H15 -0.06 1.01 -6.16  0.133
H16 -1.91 -0.82 -5.61  0.125
H17 -1.11 -0.91 -4.05  0.105
H18 -0.70 -1.12 -7.70  0.086
H19 -1.18 -2.61 -7.01  0.078
H20 0.44 -2.31 -7.57  0.082
C9 2.96 4.98 -0.23  -0.110
O5 2.94 4.41 -1.50  -0.192
C10 1.68 4.13 -2.06  -0.189
C11 0.68 5.26 -2.02  -0.202
O6 0.01 5.20 -0.76  -0.210
C12 -1.17 5.91 -0.90  -0.139
H21 2.28 4.39 0.48  0.090
H22 2.55 5.99 -0.24  0.079
H23 4.01 5.01 0.12  0.098
H24 1.18 3.33 -1.48  0.127
H25 1.80 3.80 -3.08  0.124
H26 -0.02 5.02 -2.86  0.134
H27 1.05 6.26 -2.24  0.132
H28 -1.00 6.90 -1.26  0.079
H29 -1.55 6.09 0.11  0.076
H30 -1.89 5.40 -1.61  0.111
C13 -6.18 -3.67 -5.62  -0.127
O7 -5.35 -3.55 -4.49  -0.174
C14 -4.03 -3.24 -4.83  -0.251
C15 -3.29 -2.97 -3.60  -0.241
O8 -3.59 -1.72 -3.02  -0.188
C16 -4.40 -1.78 -1.81  -0.046
H31 -6.39 -2.68 -6.06  0.090
H32 -7.21 -3.91 -5.24  0.097
H33 -5.88 -4.37 -6.41  0.090
H34 -3.97 -2.34 -5.56  0.152
H35 -3.59 -4.11 -5.36  0.135
H36 -2.22 -2.93 -3.89  0.124
H37 -3.36 -3.78 -2.93  0.105
H38 -4.98 -2.69 -1.80  0.064
H39 -5.07 -0.89 -1.80  0.092
H40 -3.76 -1.78 -0.89  0.076
C17 -1.41 -3.27 4.19  -0.123
O9 -0.79 -3.44 2.95  -0.177
C18 0.52 -2.86 2.94  -0.180
C19 1.24 -3.49 1.77  -0.207
O10 1.42 -4.87 1.82  -0.164
C20 2.41 -5.28 2.71  -0.108
H41 -1.72 -2.23 4.44  0.073
H42 -0.73 -3.57 5.04  0.094
H43 -2.35 -3.85 4.19  0.082
H44 1.03 -3.10 3.94  0.113
H45 0.36 -1.78 2.89  0.127
H46 2.26 -3.02 1.66  0.130
H47 0.70 -3.28 0.85  0.106
H48 3.40 -4.95 2.30  0.097
H49 2.37 -6.34 2.89  0.082
H50 2.27 -4.81 3.70  0.081
C21 -3.57 -5.57 -0.25  -0.122
O11 -4.41 -5.75 0.84  -0.161
C22 -5.27 -4.62 1.04  -0.160
C23 -4.63 -3.51 1.97  -0.177
O12 -3.93 -2.55 1.22  -0.205
C24 -3.64 -1.40 1.97  -0.074
H51 -4.01 -5.00 -1.09  0.074
H52 -3.21 -6.51 -0.63  0.083
H53 -2.69 -5.00 0.01  0.085
H54 -6.17 -4.95 1.48  0.096
H55 -5.63 -4.16 0.07  0.129
H56 -4.02 -4.05 2.70  0.114
H57 -5.43 -3.00 2.53  0.117
H58 -4.56 -0.96 2.36  0.069
H59 -3.06 -0.67 1.43  0.088
H60 -3.13 -1.71 2.90  0.066
C25 3.09 -2.69 -4.30  -0.067
O13 4.48 -2.25 -4.27  -0.180
C26 5.02 -1.97 -5.53  -0.238
C27 5.82 -3.18 -6.04  -0.172
O14 4.94 -4.25 -6.35  -0.176
C28 4.26 -4.05 -7.53  -0.139
H61 2.52 -2.04 -4.92  0.061
H62 2.59 -2.64 -3.30  0.085
H63 3.00 -3.67 -4.66  0.070
H64 5.73 -1.13 -5.31  0.117
H65 4.27 -1.68 -6.25  0.103
H66 6.38 -3.53 -5.20  0.118
H67 6.48 -2.87 -6.87  0.130
H68 3.46 -3.26 -7.44  0.095
H69 3.75 -4.89 -7.98  0.084
H70 4.99 -3.79 -8.29  0.081
C29 -4.59 2.09 -0.74  -0.095
O15 -3.66 3.03 -0.16  -0.179
C30 -4.29 3.85 0.82  -0.218
C31 -4.34 3.28 2.20  -0.197
O16 -5.15 2.07 2.19  -0.199
C32 -5.29 1.42 3.50  -0.055
H71 -4.25 1.73 -1.67  0.050
H72 -5.58 2.58 -0.96  0.098
H73 -4.93 1.22 -0.16  0.079
H74 -5.32 4.15 0.49  0.137
H75 -3.71 4.79 0.86  0.117
H76 -4.73 4.02 2.86  0.112
H77 -3.32 3.06 2.56  0.112
H78 -5.82 2.13 4.11  0.080
H79 -4.33 1.21 3.94  0.050
H80 -5.87 0.47 3.36  0.094
C33 -1.69 0.99 4.56  -0.053
O17 -2.69 -0.08 4.60  -0.239
C34 -3.15 -0.12 5.94  -0.199
C35 -4.31 -1.15 6.08  -0.190
O18 -3.83 -2.43 6.48  -0.192
C36 -4.85 -3.42 6.49  -0.100
H81 -1.30 0.97 3.58  0.063
H82 -0.92 0.85 5.35  0.098
H83 -2.11 1.99 4.72  0.071
H84 -3.63 0.85 6.17  0.115
H85 -2.34 -0.33 6.71  0.149
H86 -4.85 -1.21 5.14  0.101
H87 -5.11 -0.84 6.73  0.113
H88 -5.51 -3.34 5.60  0.085
H89 -5.46 -3.37 7.39  0.086
H90 -4.36 -4.39 6.41  0.084
C37 -2.60 4.13 7.17  -0.100
O19 -2.28 4.14 5.80  -0.213
C38 -1.90 5.45 5.35  -0.199
C39 -1.44 5.45 3.92  -0.227
O20 -0.26 4.77 3.63  -0.172
C40 0.25 4.83 2.34  -0.100
H91 -3.47 4.75 7.32  0.083
H92 -1.76 4.50 7.75  0.082
H93 -2.76 3.07 7.45  0.091
H94 -1.07 5.81 6.02  0.143
H95 -2.75 6.14 5.34  0.129
H96 -1.35 6.50 3.68  0.127
H97 -2.26 5.03 3.32  0.113
H98 0.83 5.76 2.25  0.098
H99 -0.54 4.88 1.59  0.069
H100 0.92 3.99 2.18  0.072
C41 4.77 -3.07 -0.34  -0.122
O21 4.63 -2.07 0.60  -0.196
C42 5.79 -1.69 1.28  -0.215
C43 5.63 -1.51 2.77  -0.209
O22 5.33 -2.74 3.35  -0.178
C44 4.67 -2.68 4.63  -0.073
H101 5.57 -2.86 -1.09  0.104
H102 3.82 -3.20 -0.81  0.069
H103 4.98 -4.07 0.10  0.097
H104 6.16 -0.71 0.92  0.132
H105 6.52 -2.42 1.07  0.110
H106 4.78 -0.79 2.97  0.124
H107 6.57 -1.14 3.23  0.135
H108 3.64 -2.74 4.40  0.055
H109 4.90 -1.78 5.18  0.081
H110 4.86 -3.49 5.25  0.070
C45 2.78 0.17 -1.95  -0.076
O23 1.44 0.28 -1.48  -0.195
C46 1.02 -0.94 -0.81  -0.170
C47 -0.34 -0.80 -0.17  -0.189
O24 -0.40 0.25 0.77  -0.158
C48 -1.19 1.27 0.26  -0.131
H111 3.44 -0.31 -1.22  0.084
H112 3.17 1.18 -2.11  0.086
H113 2.78 -0.38 -2.86  0.052
H114 1.79 -1.16 -0.09  0.104
H115 1.05 -1.73 -1.55  0.116
H116 -0.55 -1.70 0.42  0.116
H117 -1.06 -0.73 -0.97  0.116
H118 -1.69 1.80 1.10  0.081
H119 -2.07 0.93 -0.30  0.075
H120 -0.63 2.00 -0.35  0.087
C49 1.76 -1.41 6.35  -0.076
O25 1.44 -0.40 5.37  -0.209
C50 2.24 0.80 5.43  -0.167
C51 2.11 1.55 4.08  -0.148
O26 3.06 0.88 3.22  -0.202
C52 3.19 1.47 1.98  -0.125
H121 1.63 -0.95 7.35  0.092
H122 2.77 -1.74 6.29  0.047
H123 1.09 -2.25 6.24  0.074
H124 3.27 0.53 5.54  0.109
H125 2.00 1.39 6.30  0.114
H126 2.29 2.65 4.24  0.143
H127 1.13 1.46 3.69  0.092
H128 3.54 2.51 2.07  0.093
H129 2.21 1.48 1.48  0.084
H130 3.81 0.86 1.32  0.084

---

Molecular formula: C9H9BO3S2
Method: DFT, ωB97M-V/def2-TZVPD

Results
- HOMO level (Ha) = -0.250
- structure (SMILES) = O/C=c1\cc/c(=C2/C=CCS2)s1.O=BO

Last column: natural (NBO) charge in e.
Atoms and positions in Å:
B1 -4.20 -0.15 0.10  1.237
C1 1.92 -1.41 -0.03  -0.243
C2 -0.73 1.41 -0.50  -0.192
C3 3.00 -1.77 -0.76  -0.141
C4 -1.73 1.84 0.31  -0.202
C5 1.11 -0.38 -0.57  -0.144
C6 0.13 0.36 0.03  -0.186
C7 -2.47 1.30 2.73  0.158
C8 3.19 -1.08 -2.08  -0.527
C9 -1.82 1.16 1.58  -0.300
O1 -3.58 2.07 2.84  -0.679
O2 -4.83 0.87 0.09  -0.875
O3 -3.40 -1.19 0.02  -0.884
S1 1.86 0.19 -2.15  0.177
S2 -0.58 -0.13 1.59  0.247
H1 1.73 -1.84 0.84  0.218
H2 -0.39 1.65 -1.43  0.224
H3 3.79 -2.55 -0.58  0.220
H4 -2.35 2.58 0.04  0.222
H5 -2.25 0.83 3.70  0.203
H6 4.15 -0.66 -1.99  0.225
H7 3.05 -1.65 -2.90  0.221
H8 -3.97 2.43 2.08  0.500
H9 -3.45 -1.67 0.85  0.520

---

Values for energy relative to the best compared isomer or geometry (same formula, charge and spin), kcal per mole, ordered as above
38.0; 25.0
Values for gap between HOMO and LUMO, eV, ordered as above
9.68; 6.59
Values for LUMO level, eV, ordered as above
0.63; -0.21